No. 1
Entry from OMol25: an isolated molecule of C5H6S in a non-equilibrium geometry (wB97M-V/def2-TZVPD).

## Properties
HOMO level in hartree: -0.2913
Energy above the lowest of the compared OMol25 structures with the same formula, charge and spin in kJ/mol: 293.9
E_tot in Ha: -592.1599
Gap between HOMO and LUMO in eV: 8.44

```
12
Properties=species:S:1:pos:R:3:forces:R:3
C 1.08228 -1.76824 1.37877 2.5365 0.1625 0.7522
C 0.47339 0.07580 -0.35220 -3.0755 2.9935 -0.5118
C 0.08796 1.40678 -0.64656 1.7763 -0.7914 1.4767
C -1.21782 1.55179 -1.22958 -3.5492 1.2081 -2.0827
C -2.35422 1.70820 -1.74507 5.6229 -0.8344 2.5931
H 1.90400 -2.15734 1.96643 0.0414 -0.0982 0.6935
H 0.31811 -1.44322 1.99883 -1.8643 -0.4187 1.0553
H 0.94388 -2.55039 0.69089 -0.8624 -0.5308 -1.2588
H -0.37454 -0.70081 -0.62329 2.2950 1.2568 0.5577
H 0.74827 2.39792 -0.23327 -2.0738 -3.0390 -1.3958
H -3.36019 1.72040 -1.98702 -1.1950 0.1277 -0.4660
S 1.74889 -0.24088 0.78207 0.3480 -0.0361 -1.4134
```
Forces are in eV/Å.

No. 2
Entry from OMol25: an isolated molecule of C5H6S2 in a non-equilibrium geometry (wB97M-V/def2-TZVPD).

## Properties
HOMO level in hartree: -0.2934
Energy above the lowest of the compared OMol25 structures with the same formula, charge and spin in kJ/mol: 135.1
E_tot in Ha: -990.4135
Gap between HOMO and LUMO in eV: 8.74

```
13
Properties=species:S:1:pos:R:3:forces:R:3
C -1.21721 -0.48673 -0.77442 -0.5616 0.7998 -0.0688
C -1.00597 -1.71595 -0.33104 2.2735 2.6320 -0.3450
C 0.23396 0.79823 0.74452 -0.7241 -2.0459 -0.0260
C -0.07995 0.48689 -0.67202 0.2892 -1.0715 -2.1084
C 1.06196 -0.35738 -0.05493 -0.8611 3.1964 1.1397
S 0.61102 -2.00295 0.20362 0.3452 -1.6392 0.2188
S 2.78775 0.06026 -0.31544 -0.0944 -0.9249 1.2753
H -2.21904 -0.15177 -1.02875 0.1860 -0.0226 -0.3244
H -1.70025 -2.43229 -0.30877 -2.4938 -2.7662 0.2627
H 0.87779 1.63404 0.89270 0.0266 0.5002 0.6584
H -0.62116 0.45143 1.46691 2.1075 0.9733 -1.1502
H 0.11890 1.07520 -1.63285 -0.2464 -0.2808 1.8276
H 3.17529 -0.42258 0.95148 -0.2465 0.6494 -1.3597
```
Forces are in eV/Å.

No. 3
Entry from OMol25: C5H7B as an isolated structure in a non-equilibrium geometry (wB97M-V/def2-TZVPD).

## Properties
2S+1: 3
HOMO level (alpha / beta) in hartree: -0.1777 / -0.3566
Energy above the lowest of the compared OMol25 structures with the same formula, charge and spin in kJ/mol: 436.6
E_tot in Ha: -219.2525
Gap between HOMO and LUMO (alpha / beta) in eV: 5.65 / 6.99

```
13
Properties=species:S:1:pos:R:3:forces:R:3
B 0.92315 1.00681 -1.54653 0.1830 -0.9731 2.5011
C 0.87853 -0.75645 -0.42734 -0.7692 -0.8774 -0.5365
C 0.21018 -1.19575 0.64035 -0.2348 2.3796 -0.9037
C -1.02416 0.83111 0.36603 -4.4669 1.2399 3.5462
C -0.18501 0.96268 -0.61337 1.6802 2.6750 -3.9865
C -0.95409 -0.33659 1.23080 2.5300 -0.9928 -0.1433
H 1.89045 1.38620 -0.97656 0.6888 0.0012 -0.4090
H 0.66981 0.86565 -2.66556 0.2555 0.0666 -1.1091
H 1.52735 -1.23544 -1.11752 0.6823 -1.0561 0.0753
H 0.33078 -2.08395 1.18161 0.6799 -1.4465 0.3238
H -1.78297 1.64908 0.55885 -0.1622 -1.3656 -0.5149
H -1.77659 -1.05004 1.12781 -0.6196 0.6902 0.4270
H -0.70742 -0.04332 2.24142 -0.4470 -0.3408 0.7296
```
Forces are in eV/Å.

No. 4
Entry from OMol25: C5H7BF6N6O4PdS2 as an isolated structure (wB97M-V/def2-TZVPD).

## Properties
HOMO level in hartree: -0.3437
Energy above the lowest of the compared OMol25 structures with the same formula, charge and spin in kJ/mol: 49.4
E_tot in Ha: -2372.4822
Gap between HOMO and LUMO in eV: 7.79

```
32
Properties=species:S:1:pos:R:3:forces:R:3
Pd -0.31445 0.83174 -0.81644 0.4248 0.3011 0.3590
F -0.47910 -4.43334 -1.87835 0.0042 -0.0152 -0.0155
C -0.29417 -3.68242 -0.81408 0.4765 0.0220 0.2395
F -1.38958 -3.67731 -0.06322 -0.0246 0.0049 0.0097
F 0.72291 -4.15143 -0.09759 -0.0261 0.0054 0.0008
S 0.00341 -1.94335 -1.34435 -0.5324 0.0866 -0.3205
O -1.13460 -1.62669 -2.14662 -0.1291 -0.0450 -0.0172
O 0.09173 -1.13512 -0.09055 -0.0868 -0.1097 -0.0557
N 1.37023 -2.00173 -2.08498 0.0521 0.2210 0.0266
S 1.95811 -0.61784 -2.60733 0.0420 -0.1158 0.1206
O 1.02673 0.50943 -2.41693 -0.0784 -0.2081 -0.1331
O 2.58002 -0.73622 -3.87245 -0.0350 0.0045 -0.0297
C 3.32050 -0.27620 -1.39948 0.0167 0.0015 -0.0226
F 4.10653 0.66659 -1.89210 -0.0286 0.0098 0.0218
F 2.80745 0.13927 -0.24078 -0.0033 -0.0397 -0.0013
F 4.02385 -1.38062 -1.18970 0.0156 0.0214 -0.0248
B -1.62281 5.06075 -2.18051 0.0154 -0.0399 0.0309
C -1.12757 3.63254 -1.75163 -0.0010 0.0405 -0.0076
N -0.76453 2.58348 -1.43539 0.1026 0.0641 -0.1125
H -2.38907 5.41365 -1.31307 -0.0055 0.0091 0.0063
H -0.63636 5.75674 -2.23941 0.0026 0.0099 -0.0081
H -2.16617 4.92455 -3.25084 0.0015 0.0049 -0.0134
N -0.56285 -1.36845 3.06573 0.0174 -0.0285 -0.0298
C -1.02561 -0.35592 3.81154 -0.0099 0.0504 -0.0051
N -1.16123 -0.53570 5.13127 -0.0030 -0.0041 -0.0067
N -1.35899 0.83318 3.33196 -0.0231 -0.0511 0.0259
C -1.22395 1.01997 2.05841 -0.0456 0.1329 -0.0258
N -1.13055 1.23910 0.92755 -0.1324 -0.3470 -0.0207
H -0.25988 -2.22764 3.48816 -0.0055 -0.0036 -0.0064
H -0.41285 -1.25790 2.07172 -0.0053 0.0161 0.0149
H -1.00977 -1.42386 5.57133 0.0045 0.0001 0.0014
H -1.54737 0.22075 5.66814 -0.0004 0.0015 -0.0007
```
Forces are in eV/Å.

No. 5
Entry from OMol25: an isolated molecule of C5H7BFNO2 in a non-equilibrium geometry (wB97M-V/def2-TZVPD).

## Properties
HOMO level in hartree: -0.3343
Energy above the lowest of the compared OMol25 structures with the same formula, charge and spin in kJ/mol: 199.6
E_tot in Ha: -524.7098
Gap between HOMO and LUMO in eV: 9.33

```
17
Properties=species:S:1:pos:R:3:forces:R:3
B -1.52117 0.74330 0.20730 -0.2275 -2.4219 0.3215
C 2.00847 -0.33955 0.44425 -3.5434 0.4555 -2.3519
C 1.69443 0.03250 -0.82092 -0.0786 -2.3243 1.5338
C 0.92226 -0.97591 1.24258 2.0800 0.2814 0.5150
C 0.35552 -0.37399 -1.42685 -0.4582 1.1466 1.7969
C -0.81150 -0.59536 -0.44487 1.8512 0.1777 2.7654
N -0.25345 -1.24307 0.96875 -3.2886 1.0744 -3.2639
O -0.75808 1.84587 0.24799 0.9857 -1.8808 -2.4890
O -2.69225 0.44383 0.85040 1.8178 -1.7306 -1.6706
F -1.66095 -1.54557 -0.93095 -0.1945 0.1596 -0.2365
H 2.85846 -0.08203 0.94818 2.2566 0.5600 0.9837
H 2.39000 0.47843 -1.49891 0.4013 0.3416 -0.1479
H 1.13960 -1.25795 2.25051 0.8755 -0.3839 0.7226
H 0.16364 0.47533 -2.02215 -0.8743 0.9484 -1.0497
H 0.29123 -1.21333 -2.05548 0.8585 -1.3184 -0.9845
H -0.89630 2.52296 0.83073 -0.8540 2.5830 2.2713
H -3.22991 1.08454 1.20943 -1.6076 2.3318 1.2838
```
Forces are in eV/Å.

No. 6
Entry from OMol25: C5H7Br2NO as an isolated structure in a non-equilibrium geometry (wB97M-V/def2-TZVPD).

## Properties
HOMO level in hartree: -0.3096
Energy above the lowest of the compared OMol25 structures with the same formula, charge and spin in kJ/mol: 102.7
E_tot in Ha: -5472.6672
Gap between HOMO and LUMO in eV: 9.00

```
16
Properties=species:S:1:pos:R:3:forces:R:3
C 1.11312 -2.06010 0.07145 0.4850 0.4738 -0.6858
C -0.59200 0.20043 -1.16417 -1.3138 -1.0150 -3.3122
C 0.13544 0.20107 0.12410 -2.9246 0.2865 0.6810
C -1.61613 0.21959 -0.09915 2.2298 -1.3516 1.1192
C 0.61079 1.58710 0.56095 1.0680 -2.4148 -0.7940
N 0.76667 -0.92641 0.71911 -0.2273 2.5711 1.0286
O 0.82874 -2.37012 -1.05685 -0.4807 -0.0796 -0.1639
Br -2.60230 -1.34605 0.42670 0.5496 0.0655 -0.3323
Br -2.63187 1.73479 0.09275 -0.8692 1.3621 0.3433
H 1.80936 -2.60622 0.64780 0.8074 -1.2199 1.0135
H -0.58015 1.22322 -1.70531 0.2618 -1.9483 0.5544
H -0.74758 -0.74992 -1.86710 1.1166 2.2901 1.5301
H -0.17756 2.21673 0.20470 -0.0731 1.0754 0.9063
H 1.41731 1.68450 -0.14995 0.8183 0.7960 0.0301
H 1.03185 1.59322 1.59228 -0.8800 0.5024 -0.6432
H 1.23433 -0.60182 1.60270 -0.5678 -1.3936 -1.2753
```
Forces are in eV/Å.

No. 7
Entry from OMol25: an isolated molecule of C5H7BrN2 in a non-equilibrium geometry (wB97M-V/def2-TZVPD).

## Properties
HOMO level in hartree: -0.3173
Energy above the lowest of the compared OMol25 structures with the same formula, charge and spin in kJ/mol: 482.0
E_tot in Ha: -2878.0318
Gap between HOMO and LUMO in eV: 7.39

```
15
Properties=species:S:1:pos:R:3:forces:R:3
C -2.49111 1.66634 0.40490 1.5176 -0.1351 -1.2129
C -0.20715 1.07618 -0.48811 -0.2752 -0.4386 -0.4547
C -3.19974 0.58233 -0.21084 -0.9492 1.2766 0.0375
C 1.50432 -1.72808 0.30573 4.0721 0.9803 1.7676
C 1.70607 -0.27768 -0.08789 2.9423 1.0037 -0.2461
N -1.30990 1.82002 -0.07460 1.4332 0.1278 0.5087
N 0.55658 0.49495 0.37196 -0.9286 0.2139 -2.0263
Br -2.82808 -1.15476 -0.03384 0.5206 -0.5653 0.4030
H -2.84203 2.63019 0.76658 -1.2047 -0.5426 0.3161
H -0.05803 1.18178 -1.63068 0.1238 -0.4347 1.7065
H 0.64949 -2.08028 -0.08687 -2.8665 -1.4642 -1.6249
H 1.41468 -1.71350 1.35573 -0.5347 -0.2332 1.4950
H 2.39228 -2.40190 0.16534 -0.8108 0.7268 -0.5478
H 2.06399 -0.35149 -1.16209 -1.2535 0.9885 0.4544
H 2.64863 0.25589 0.40469 -1.7864 -1.5039 -0.5764
```
Forces are in eV/Å.

No. 8
Entry from OMol25: an isolated molecule of C5H7BrN4 (wB97M-V/def2-TZVPD).

## Properties
HOMO level in hartree: -0.3517
E_tot in Ha: -2987.6904
Gap between HOMO and LUMO in eV: 8.68

```
17
Properties=species:S:1:pos:R:3:forces:R:3
C 1.88981 -0.73488 0.47433 0.0296 -0.0885 0.0524
C 1.64492 0.56263 -0.29822 0.0075 0.0697 -0.0225
C 0.38007 1.30846 0.13057 -0.1172 0.1251 -0.0594
Br 0.54022 2.02061 1.92840 0.0194 -0.0009 0.0389
C -0.83943 0.44061 -0.02600 0.0252 -0.1961 -0.1324
N -1.23180 0.28396 -1.29671 0.1495 0.1494 0.0710
N -2.24420 -0.50036 -1.53020 -0.1759 -0.0996 -0.0083
C -2.80229 -1.09517 -0.47772 -0.0153 0.0737 0.0078
N -2.40510 -0.96708 0.78079 -0.1828 -0.0987 -0.0301
N -1.39338 -0.17154 1.01511 0.2094 0.1191 0.0535
H 1.41061 -0.71002 1.45539 0.0543 0.0194 -0.0268
H 2.95391 -0.90422 0.64027 -0.0384 0.0177 -0.0634
H 1.50412 -1.60333 -0.06338 -0.0469 0.0551 0.0332
H 2.48251 1.25515 -0.19812 -0.0462 -0.0504 0.0519
H 1.52969 0.36279 -1.36808 0.0464 -0.0105 0.0503
H 0.23780 2.18258 -0.50173 0.0316 -0.0545 -0.0074
H -3.65747 -1.73020 -0.66471 0.0498 -0.0301 -0.0089
```
Forces are in eV/Å.